[1]
Formula: C2H5N2O4S3
Source: OMol25
Level of theory: wB97M-V/def2-TZVPD

Calculated values
- Charge: -1

Last column: Löwdin charge in e.
Geometry (Å):
N (2.7645, -1.4094, -0.2336)  0.085
C (1.7888, -0.7281, -0.6640)  -0.292
C (1.5410, 0.7256, -0.3816)  -0.248
S (0.1669, 0.9478, 0.7605)  0.479
O (0.1257, 2.3643, 1.0409)  -0.346
O (0.4177, 0.0546, 1.8678)  -0.333
N (-1.0454, 0.5231, -0.1945)  -0.406
S (-2.0253, -0.6435, 0.2501)  0.197
O (-2.6738, -0.4304, 1.5181)  -0.382
O (-1.5064, -1.9591, -0.0349)  -0.398
S (-3.5240, -0.4136, -1.2264)  0.499
H (3.3652, -0.8258, 0.3528)  0.039
H (1.0493, -1.2322, -1.2889)  0.103
H (1.2894, 1.2711, -1.2908)  0.095
H (2.4101, 1.1705, 0.1122)  0.094
H (-4.1437, 0.5852, -0.5878)  -0.185

[2]
Formula: C4H67N4O32
Source: OMol25
Level of theory: wB97M-V/def2-TZVPD

Calculated values
- Charge: +1

Last column: Löwdin charge in e.
Geometry (Å):
C (6.2827, 0.5259, -0.4906)  0.158
C (4.8748, 0.5058, -0.7249)  0.002
C (3.2313, 0.7700, -0.6083)  -0.098
N (2.0977, -0.2057, -0.3775)  0.165
C (0.9293, 0.7884, -0.3702)  -0.222
N (-0.4173, 0.5854, -0.1710)  0.147
N (1.4200, 2.1982, -0.6171)  -0.135
O (0.7611, 3.3708, -0.7190)  0.059
N (2.7996, 2.2144, -0.7507)  0.138
H (7.3863, 0.4874, -0.0373)  0.106
H (-0.6946, 0.1213, 0.7378)  0.145
H (-1.1831, 0.9148, -0.8248)  0.154
H (0.9505, 3.8632, 0.1562)  0.159
H (3.4575, 3.0229, -0.9414)  0.179
O (7.4545, 1.5081, 2.1689)  -0.082
H (7.9531, 1.5963, 2.9951)  0.036
H (6.5430, 1.7177, 2.4220)  0.055
O (-3.1211, 0.9608, 1.0894)  -0.064
H (-3.9550, 0.4851, 1.2208)  0.033
H (-3.3734, 1.7350, 0.5640)  0.044
O (1.0282, 2.0851, 2.6083)  -0.030
H (0.7312, 1.8338, 1.7208)  -0.003
H (1.9756, 1.8815, 2.6046)  0.059
O (5.4684, -2.7276, -1.0719)  -0.066
H (4.7245, -2.1068, -1.0806)  -0.005
H (6.1421, -2.2782, -0.5398)  0.019
O (10.4101, 2.4638, 2.2090)  -0.059
H (10.8105, 2.8178, 1.4007)  0.046
H (9.5145, 2.2135, 1.9364)  -0.010
O (-1.4067, 3.8872, 2.6839)  -0.064
H (-0.9189, 3.0769, 2.8944)  0.005
H (-2.0393, 3.9758, 3.4126)  0.039
O (0.9488, -3.2567, -1.9050)  -0.043
H (1.3752, -2.4907, -1.4922)  0.028
H (0.5111, -2.8877, -2.6869)  0.020
O (-2.2718, -3.2325, -1.2081)  -0.045
H (-2.5688, -3.4837, -2.0956)  0.035
H (-1.3244, -3.4360, -1.2119)  0.032
O (-2.9522, -5.4968, -3.4129)  -0.056
H (-2.4014, -5.7155, -2.6463)  0.033
H (-2.6113, -6.0689, -4.1168)  0.062
O (-4.1522, -0.8066, -2.7251)  -0.055
H (-3.6014, -1.0252, -1.9584)  0.013
H (-3.8113, -1.3787, -3.4290)  0.054
O (4.7605, 2.9469, -2.6154)  -0.081
H (4.8969, 3.6277, -3.2913)  0.035
H (4.2861, 2.2437, -3.0838)  0.048
O (-5.3871, -1.0143, -0.0195)  -0.058
H (-4.9867, -0.6603, -0.8278)  -0.002
H (-6.2827, -1.2645, -0.2922)  0.057
O (-2.9619, -4.7608, 1.1769)  -0.071
H (-2.6770, -4.3265, 0.3589)  -0.025
H (-3.9092, -4.5634, 1.2291)  0.038
O (-0.0995, 4.8844, 5.1414)  -0.056
H (-0.3965, 4.6332, 4.2539)  -0.013
H (0.8479, 4.6809, 5.1376)  0.000
O (3.1150, 4.5708, 4.1628)  -0.052
H (3.0807, 5.0831, 3.3411)  0.045
H (4.0562, 4.5605, 4.3932)  0.053
O (1.6794, -5.4545, -0.0267)  -0.062
H (0.8455, -5.9302, 0.1047)  0.035
H (1.4271, -4.6804, -0.5520)  -0.018
O (-5.5799, -4.7818, -2.0080)  -0.058
H (-5.0291, -5.0004, -1.2413)  0.033
H (-5.2391, -5.3539, -2.7119)  0.012
O (-4.2874, 4.3093, 1.9457)  -0.065
H (-3.4308, 4.6657, 1.6658)  0.011
H (-4.5299, 4.8550, 2.7089)  0.018
O (2.1381, 3.3230, 7.4665)  -0.059
H (2.4230, 3.7573, 6.6484)  0.007
H (1.1908, 3.5204, 7.5187)  0.037
O (-4.7592, -7.9375, -2.3918)  -0.063
H (-5.2476, -8.0627, -3.2192)  0.057
H (-4.0413, -7.3329, -2.6329)  -0.022
O (0.4655, 5.8534, -2.6759)  -0.059
H (0.9533, 5.0431, -2.4654)  0.003
H (-0.1670, 5.9419, -1.9471)  0.009
O (8.9005, -0.3135, 3.8291)  -0.060
H (8.6035, -0.5648, 2.9416)  0.031
H (9.8479, -0.5170, 3.8253)  0.057
O (3.9381, 5.5756, -3.3152)  -0.056
H (4.2230, 6.0099, -4.1333)  0.063
H (2.9908, 5.7730, -3.2630)  0.028
O (-4.2760, 4.6166, 4.8757)  -0.056
H (-4.4770, 3.6688, 4.8601)  0.054
H (-4.3952, 4.8659, 5.8045)  0.058
O (0.8005, -2.3403, -4.9670)  -0.044
H (0.5035, -2.5915, -5.8545)  0.074
H (1.7479, -2.5438, -4.9708)  0.072
O (-1.8760, -8.0703, -2.7707)  -0.059
H (-2.0770, -9.0181, -2.7863)  0.067
H (-1.9952, -7.8209, -1.8420)  0.051
O (-8.8330, -5.7971, -2.4755)  -0.064
H (-7.9043, -5.5213, -2.4583)  0.012
H (-9.0108, -6.0778, -1.5652)  0.051
O (-1.7080, 1.7410, 4.9025)  -0.049
H (-1.1572, 1.5223, 5.6692)  0.055
H (-1.3672, 1.1688, 4.1986)  0.033
O (-8.5927, -3.8326, -4.5718)  -0.075
H (-9.2297, -4.2752, -3.9910)  0.014
H (-8.0099, -3.3571, -3.9608)  0.028
O (-0.1269, -0.3255, -3.0807)  -0.058
H (0.4238, -0.5441, -2.3140)  -0.022
H (0.2139, -0.8976, -3.7846)  -0.002
O (-0.4117, 5.6827, 0.0478)  -0.039
H (-1.0487, 5.2401, 0.6286)  0.040
H (0.1711, 6.1581, 0.6588)  0.075

In the order shown, the computed electronic energy values come out to -45831.7765, -76700.3788 eV.
In the order shown, the computed LUMO values come out to 3.01, -5.08 eV.